No. 1
Here is C20H22N4OS2 in the gas phase from OMol25. Energies are from ωB97M-V with the def2-TZVPD basis set.

SMILES string = Cc1nc(N2CCN(C(=O)c3cccs3)CC2)c2c3c(sc2n1)CCCC3
frontier orbital gap = 8.6 eV
ΔE to the lowest compared entry with this formula, charge and spin = 15.8 kcal per mole

Positions of all 49 atoms, in Å:
C: -3.4018 -4.2999 0.4794
C: -3.0935 -2.8426 0.4003
N: -4.0359 -1.9935 0.7690
C: -3.7580 -0.7158 0.5756
C: -2.5383 -0.2126 0.0784
C: -1.5584 -1.2131 -0.1202
N: -1.8813 -2.4960 -0.0168
N: -0.2555 -0.9271 -0.4748
C: 0.5237 -0.0750 0.4028
H: -0.1043 0.7123 0.8136
C: 1.7002 0.5087 -0.3834
N: 2.4916 -0.5710 -0.9179
C: 3.7967 -0.8344 -0.6675
O: 4.3920 -1.7432 -1.2168
C: 4.4819 0.0442 0.3120
C: 4.1952 0.2625 1.6298
C: 5.1611 1.0618 2.2765
C: 6.1665 1.4341 1.4427
S: 5.9690 0.8008 -0.1409
H: 7.0192 2.0447 1.6628
H: 5.1049 1.3430 3.3127
H: 3.3365 -0.1511 2.1289
C: 1.7232 -1.4671 -1.7564
C: 0.5469 -2.0355 -0.9636
H: -0.0780 -2.6607 -1.5998
H: 0.9192 -2.6510 -0.1333
H: 2.3871 -2.2651 -2.0910
H: 1.3501 -0.9140 -2.6255
H: 2.3098 1.1488 0.2532
H: 1.3139 1.1033 -1.2204
H: 0.9206 -0.6709 1.2414
C: -2.6135 1.1961 -0.1759
C: -3.8124 1.7192 0.1835
S: -4.9213 0.5419 0.8497
C: -4.2528 3.1285 -0.0193
C: -3.0870 3.9932 -0.5003
C: -2.2711 3.2366 -1.5444
C: -1.5938 2.0331 -0.8902
H: -0.8408 2.4046 -0.1882
H: -1.0863 1.4195 -1.6369
H: -2.9307 2.8984 -2.3457
H: -1.5142 3.8912 -1.9798
H: -2.4417 4.2431 0.3445
H: -3.4712 4.9253 -0.9166
H: -5.0559 3.1387 -0.7635
H: -4.6715 3.5276 0.9077
H: -4.2223 -4.4625 1.1710
H: -3.6968 -4.6578 -0.5062
H: -2.5188 -4.8503 0.7908

Atom charges from the natural (NBO) analysis, given in e for atoms 1 to 6: -0.647 0.435 -0.491 0.091 -0.200 0.463



No. 2
Here is a 8-piece molecular cluster, C20H42F15N3O18S5 overall at a distorted geometry from OMol25. Energies are from ωB97M-V with the def2-TZVPD basis set.

net charge = -2
frontier orbital gap = 4.4 eV
ΔE to the lowest compared entry with this formula, charge and spin = 126.6 kcal per mole

Positions of all 103 atoms, in Å:
C: -14.5370 0.9710 26.3326
N: -13.6735 -0.0547 25.5412
C: -14.5860 -1.1788 25.0509
C: -13.0564 0.6402 24.3218
C: -12.5314 -0.5778 26.5191
C: -11.8709 0.3976 27.4824
O: -11.5889 1.7422 26.9284
H: -15.4161 1.0718 25.6962
H: -14.1302 1.9740 26.4619
H: -14.8036 0.4928 27.2751
H: -14.9148 -0.9028 24.0490
H: -15.4066 -1.0972 25.7637
H: -14.0835 -2.1429 25.1290
H: -12.2153 1.2444 24.6618
H: -13.8348 1.2531 23.8673
H: -12.8109 -0.2135 23.6901
H: -11.7454 -1.0205 25.9073
H: -12.9312 -1.3144 27.2160
H: -10.9937 -0.0076 27.9869
H: -12.4906 0.4245 28.3786
H: -10.9259 2.1234 27.5087
C: -23.3066 -3.3429 18.3805
N: -22.9263 -4.7713 18.7803
C: -24.1701 -5.8055 18.7766
C: -21.9750 -5.2726 17.6671
C: -22.2245 -4.6654 20.1643
C: -22.0485 -6.0107 20.9293
O: -21.2919 -6.8896 20.1343
H: -23.7408 -2.7310 19.1713
H: -23.8799 -3.2413 17.4590
H: -22.3917 -2.7576 18.2880
H: -24.6728 -5.7000 17.8152
H: -24.8718 -5.6092 19.5872
H: -23.6800 -6.7786 18.8083
H: -20.9400 -5.0818 17.9509
H: -22.1563 -4.6935 16.7617
H: -21.9840 -6.3549 17.5381
H: -22.7348 -3.8592 20.6913
H: -21.3092 -4.1702 19.8400
H: -23.0603 -6.4135 20.9748
H: -21.5395 -5.8485 21.8794
H: -20.3517 -6.8167 20.3138
C: -13.5190 -1.7502 13.9901
N: -13.2158 -1.8139 15.4799
C: -14.3639 -2.5388 16.2746
C: -11.9271 -2.5725 15.8372
C: -13.2264 -0.3780 15.9499
C: -12.0952 0.5770 15.4581
O: -12.3418 1.0689 14.1998
H: -13.9194 -2.6420 13.5080
H: -12.5858 -1.4570 13.5092
H: -14.3848 -1.0938 13.9036
H: -15.3079 -2.2072 15.8420
H: -14.2560 -2.2088 17.3078
H: -14.2165 -3.6155 16.1914
H: -11.1880 -2.3205 15.0767
H: -12.0275 -3.6522 15.9476
H: -11.5048 -2.0746 16.7100
H: -13.2194 -0.4441 17.0379
H: -14.1480 0.1582 15.7235
H: -11.1156 0.1036 15.3904
H: -12.0192 1.5187 16.0015
H: -11.5040 1.3551 13.8287
C: -19.5504 3.7169 17.8886
F: -19.7458 4.9634 18.3552
F: -20.5614 3.2849 17.1881
F: -18.3970 3.5254 17.2910
S: -19.4415 2.5829 19.5165
O: -18.6530 3.3714 20.4858
O: -20.8324 2.4225 19.9549
O: -18.7148 1.3612 19.1794
C: -7.0430 -5.9667 11.9087
F: -6.8932 -4.8043 11.2941
F: -5.9333 -6.5954 11.5740
F: -7.2238 -5.7351 13.1874
S: -8.5502 -6.8347 11.0864
O: -8.3916 -6.7563 9.6191
O: -8.4875 -8.2152 11.6211
O: -9.7401 -6.1372 11.5806
C: -12.3231 -7.5325 22.7139
F: -12.1893 -6.1739 22.4636
F: -11.1315 -8.0834 22.5270
F: -12.6540 -7.6912 24.0187
S: -13.6419 -8.0498 21.4629
O: -13.0270 -7.7002 20.1560
O: -13.7697 -9.5114 21.6502
O: -14.8800 -7.3942 21.9058
C: -6.6382 2.3968 21.8334
F: -6.0778 1.3158 21.3616
F: -7.3320 2.0458 22.9017
F: -5.6876 3.3112 22.1623
S: -7.9928 3.0299 20.5619
O: -8.6764 1.8294 20.0967
O: -8.8700 3.9657 21.3011
O: -7.3105 3.7373 19.5052
C: -6.0449 3.3837 8.8198
F: -5.1540 4.3888 9.0928
F: -6.0886 3.1265 7.4683
F: -5.7301 2.2203 9.3814
S: -7.6950 3.8551 9.5684
O: -8.5970 2.8068 9.1659
O: -7.5540 3.8288 11.0180
O: -8.0181 5.1721 9.0071

Atom charges from the Löwdin analysis, given in e for atoms 1 to 6: 0.017 -0.314 0.030 0.042 -0.073 -0.207



No. 3
Here is C17H19N3O6S2 as an isolated structure at a distorted geometry from OMol25. Energies are from ωB97M-V with the def2-TZVPD basis set.

frontier orbital gap = 7.6 eV

Positions of all 47 atoms, in Å:
C: 3.7796 0.7025 -1.9436
H: 4.0424 -0.2858 -2.4726
H: 4.8264 1.1475 -1.6395
C: 2.7380 0.5684 -0.9523
N: 3.1379 -0.4804 -0.0302
S: 2.7492 -2.0042 -0.0942
O: 3.0742 -2.3493 -1.3301
O: 3.3885 -2.6348 0.7984
C: 0.9677 -2.0216 -0.0887
C: 0.4974 -2.2664 1.2475
C: -0.9755 -2.0116 1.4160
C: -1.8333 -1.9220 0.1780
C: -1.1300 -2.0647 -1.0955
C: 0.2445 -1.8113 -1.0778
H: 0.6850 -1.8441 -2.2103
H: -1.8697 -1.8060 -1.7120
N: -3.0768 -2.0954 0.4533
S: -3.9260 -0.6694 -0.2366
O: -3.8317 -0.6869 -1.7961
O: -5.1335 -0.4059 0.5316
C: -2.7688 0.6883 -0.0219
C: -2.6875 1.1514 1.5508
C: -1.5857 2.0682 1.8324
C: -0.8362 2.4978 0.9466
C: -0.9507 2.2602 -0.8172
C: -1.8459 1.2159 -0.9595
H: -2.0887 0.7021 -1.9695
N: 0.0543 2.9458 -1.2978
C: 0.6904 3.4953 -0.2690
O: 1.7323 4.1966 -0.5607
O: 0.2813 3.4250 0.8223
H: 0.1494 2.7439 -2.3843
H: -1.4104 2.2921 2.8221
H: -3.2654 0.5119 2.1037
H: -3.5117 -2.1829 1.3270
H: -1.3254 -2.1483 2.4063
H: 1.1344 -2.3663 1.9323
C: 2.9967 0.1647 1.7579
C: 4.0029 1.2705 1.8393
H: 3.7174 2.2648 1.3537
H: 5.0990 0.7919 1.7466
H: 3.8324 1.5346 3.1216
H: 3.0952 -0.7797 2.1328
H: 1.9293 0.3657 1.7309
H: 2.4204 1.6468 -0.5532
H: 1.8820 0.1902 -1.3551
H: 3.4798 1.2903 -2.7514

Atom charges from the natural (NBO) analysis, given in e for atoms 1 to 6: -0.615 0.235 0.213 -0.250 -0.782 2.510



No. 4
Here is an isolated ion of composition C14H16N3OS and charge +1 from OMol25. Energies are from ωB97M-V with the def2-TZVPD basis set.

net charge = +1
SMILES string = Cc1nc([NH2+]Cc2ccco2)c2c(C)c(C)sc2n1
frontier orbital gap = 8.8 eV

Positions of all 35 atoms, in Å:
C: -1.4649 -3.3940 -0.8945
C: -0.5241 -2.2719 -0.6705
N: 0.6289 -2.5134 -0.0732
C: 1.4652 -1.5127 0.0758
C: 1.1953 -0.1670 -0.3409
C: -0.0686 -0.0504 -0.8948
N: -0.8918 -1.0511 -1.0802
N: -0.6703 1.2508 -1.2655
H: 0.0462 1.8951 -1.6222
H: -1.3694 1.0378 -1.9899
C: -1.3887 1.8731 -0.0856
C: -2.3522 0.9098 0.5023
C: -3.6529 0.6114 0.2080
C: -4.0161 -0.4467 1.0720
C: -2.9107 -0.7166 1.8200
O: -1.8990 0.0928 1.4836
H: -2.7304 -1.4313 2.5979
H: -4.9676 -0.9320 1.1274
H: -4.2781 1.0910 -0.5169
H: -1.8977 2.7721 -0.4343
H: -0.6361 2.1307 0.6620
C: 2.2862 0.7128 -0.0800
C: 3.3196 0.0620 0.5273
S: 3.0155 -1.6383 0.8078
C: 4.6254 0.6284 0.9508
H: 5.2256 -0.1339 1.4389
H: 5.1799 1.0026 0.0904
H: 4.4820 1.4540 1.6470
C: 2.3151 2.1598 -0.4678
H: 1.5674 2.7372 0.0766
H: 3.2864 2.5849 -0.2361
H: 2.1566 2.2782 -1.5413
H: -1.3288 -3.7831 -1.9033
H: -2.4908 -3.0492 -0.8007
H: -1.2570 -4.1929 -0.1901

Atom charges from the natural (NBO) analysis, given in e for atoms 1 to 6: -0.657 0.435 -0.425 0.092 -0.176 0.372